Entry 1:
{"formula": "C43H34N5O2S5Tl", "method": "ωB97M-V/def2-TZVPD", "elements": ["H", "H", "H", "H", "H", "H", "H", "C", "C", "C", "C", "C", "C", "O", "C", "C", "N", "S", "C", "C", "C", "C", "H", "H", "C", "H", "H", "N", "C", "Tl", "C", "C", "H", "C", "H", "C", "C", "C", "H", "H", "H", "H", "S", "H", "H", "N", "N", "H", "C", "H", "C", "H", "C", "H", "H", "C", "H", "C", "H", "C", "H", "C", "S", "C", "C", "S", "C", "C", "H", "C", "C", "H", "C", "C", "C", "H", "C", "O", "C", "C", "H", "H", "H", "C", "H", "S", "C", "C", "N", "C"], "positions_angstrom": [[-1.217, -0.733, -2.284], [3.857, 3.925, 0.244], [-7.594, 2.027, 3.800], [-1.199, 4.548, 0.027], [-0.626, 0.842, 1.633], [-3.729, 4.697, -4.230], [-2.781, 6.777, -3.275], [-6.147, 1.586, 0.774], [5.797, 3.361, -0.545], [-6.151, -1.684, -0.738], [-2.344, 3.442, -1.419], [-1.952, 5.796, -1.558], [-1.493, 1.846, 3.339], [4.218, -1.521, -0.060], [-1.925, -1.500, -2.571], [-3.252, -2.626, -4.237], [-3.483, 1.110, -0.985], [-1.974, 1.862, -0.665], [-2.420, 2.786, 3.765], [-2.314, -1.661, -3.895], [-2.656, 5.836, -2.754], [-3.727, -3.792, 1.487], [-0.806, -6.304, 1.845], [-4.883, -5.214, 2.602], [-3.918, -4.990, 2.163], [7.639, 2.520, -1.262], [-3.015, -6.820, 2.828], [-3.366, -1.081, 0.636], [-3.193, 4.669, -3.290], [1.280, -0.398, -0.732], [4.320, 1.864, 0.575], [3.068, 1.362, 1.250], [-4.520, -3.061, 1.410], [-3.038, 3.464, -2.622], [-4.544, -4.192, -3.528], [-5.171, 0.675, 1.156], [-5.347, -0.666, -1.229], [-6.510, -0.686, -3.313], [7.148, 0.235, -0.401], [-3.541, -2.755, -5.274], [-1.879, -1.026, -4.658], [-2.512, 3.015, 4.822], [-2.053, -1.983, 0.118], [-7.772, -3.007, -1.184], [-4.244, -0.443, 2.727], [-0.809, 1.209, -1.214], [3.120, 0.067, 1.574], [-6.217, 1.909, -0.261], [-7.318, -1.710, -2.838], [-3.753, 3.656, 0.776], [-2.482, -3.520, 0.931], [-0.860, 1.335, 4.056], [-3.237, 3.443, 2.848], [-3.441, 2.542, -3.024], [-1.536, 6.706, -1.143], [-5.513, -0.154, -2.504], [-6.658, -0.295, -4.312], [-5.033, 0.253, 2.469], [6.031, 4.349, -0.924], [-3.114, 3.164, 1.498], [-6.007, -2.055, 0.271], [-2.500, -2.308, -1.600], [4.514, -0.626, 1.037], [-3.815, -3.436, -3.258], [6.443, 1.047, -0.263], [-4.122, 0.017, -0.128], [-7.014, 2.076, 1.734], [-6.901, 1.653, 3.056], [-3.885, -3.901, -1.162], [-1.781, 4.594, -0.889], [4.590, 3.140, 0.107], [-8.096, -2.121, -3.472], [-7.138, -2.210, -1.551], [-1.626, -5.604, 1.735], [-2.155, 2.236, 1.083], [-4.860, 0.638, -2.846], [-3.447, -3.277, -1.931], [5.300, -1.163, 2.110], [-1.347, 1.567, 1.985], [6.713, 2.325, -0.733], [-7.783, 2.785, 1.451], [-5.817, 0.435, 4.455], [-3.965, 4.171, 3.184], [-2.869, -5.892, 2.287], [-0.456, -4.146, 0.646], [1.724, 2.345, 1.441], [-1.425, -4.411, 1.057], [-5.910, 0.753, 3.423], [-0.722, -1.514, 0.444], [5.241, 0.852, 0.390]], "charge": 0, "gap_ev": 6.901, "homo_energy_ha": -0.264, "multiplicity": 1, "largest_force_ha_per_bohr": 0.0127}

---

Entry 2:
{"formula": "C14H13N2O4SSe2Te2W", "method": "ωB97M-V/def2-TZVPD", "elements": ["C", "H", "C", "C", "O", "S", "Se", "H", "C", "C", "C", "H", "N", "O", "H", "C", "C", "N", "Se", "C", "H", "H", "C", "H", "C", "H", "H", "H", "Te", "C", "H", "Te", "C", "O", "W", "C", "O", "H", "H"], "positions_angstrom": [[5.752, -1.442, -0.163], [-3.625, -3.294, -1.171], [4.139, 0.257, -0.696], [-4.405, -1.352, -0.336], [8.084, -0.779, -0.502], [1.790, -0.451, -1.814], [0.621, -1.193, 1.708], [-2.614, 1.464, -0.271], [3.554, -2.138, -0.622], [-4.043, -0.067, 0.014], [-5.595, 3.087, 1.171], [2.856, -2.903, -0.975], [-1.771, -0.434, -0.561], [7.665, -2.773, 0.377], [-5.411, -1.708, -0.049], [-2.797, 0.411, -0.327], [3.168, -0.779, -0.910], [-5.175, 1.960, 0.299], [0.037, 2.592, -0.652], [-3.431, -2.187, -0.894], [-6.018, 2.660, 2.090], [-4.461, 2.237, -0.378], [-2.152, -1.677, -0.994], [3.925, 1.285, -0.906], [4.853, -2.509, -0.232], [6.095, 0.685, 0.087], [-1.353, -2.270, -1.339], [7.666, -0.066, -0.946], [1.885, 1.168, 1.849], [-5.135, 0.651, 0.786], [-4.668, 4.713, 1.685], [-0.756, 2.314, 1.775], [7.197, -1.747, -0.103], [-4.449, 3.903, 1.224], [0.273, 0.200, -0.246], [5.370, -0.051, -0.229], [-5.837, 0.142, 1.620], [5.219, -3.525, -0.115], [-6.455, 3.618, 0.747]], "charge": 3, "gap_ev": 4.020, "homo_energy_ha": -0.642, "multiplicity": 1, "largest_force_ha_per_bohr": 0.0878}

---

Entry 3:
{"formula": "C9H14", "method": "ωB97M-V/def2-TZVPD", "elements": ["H", "H", "H", "H", "C", "H", "C", "H", "C", "C", "H", "C", "C", "C", "C", "H", "H", "H", "H", "H", "C", "H", "H"], "positions_angstrom": [[-0.862, -2.419, -1.752], [0.098, -1.454, 0.476], [2.069, -2.107, 1.279], [-1.498, 2.234, 1.870], [-1.772, 1.756, -0.249], [-1.163, -1.246, -2.978], [-1.559, 0.845, -1.280], [0.460, -1.412, -2.326], [2.655, -0.075, 0.617], [-0.898, -0.337, -1.047], [3.555, 0.386, 0.215], [-0.494, -0.569, 0.278], [-0.599, -1.405, -2.054], [-0.577, 0.390, 1.278], [2.910, -1.429, 1.314], [2.147, 0.665, 1.231], [-0.076, 0.286, 2.232], [3.889, -1.772, 0.997], [3.081, -1.165, 2.366], [-1.976, 1.143, -2.231], [-1.321, 1.566, 1.041], [-2.408, 2.613, -0.450], [1.993, -0.192, -0.243]], "charge": 0, "gap_ev": 10.100, "homo_energy_ha": -0.333, "multiplicity": 1, "largest_force_ha_per_bohr": 0.0463}

---

Entry 4:
{"formula": "C32H80AsF6MgNO19", "method": "ωB97M-V/def2-TZVPD", "elements": ["H", "H", "O", "H", "H", "H", "C", "C", "H", "H", "O", "H", "H", "H", "H", "C", "H", "H", "H", "C", "H", "C", "H", "O", "H", "H", "C", "O", "H", "H", "H", "H", "H", "H", "H", "O", "H", "F", "O", "C", "H", "C", "H", "H", "F", "C", "H", "C", "O", "H", "As", "H", "H", "H", "H", "C", "C", "H", "H", "H", "O", "C", "C", "Mg", "H", "C", "H", "H", "C", "O", "H", "F", "F", "H", "F", "H", "H", "C", "O", "H", "C", "H", "H", "H", "C", "H", "F", "H", "H", "O", "C", "C", "C", "H", "N", "C", "O", "H", "H", "H", "O", "H", "H", "H", "H", "H", "H", "H", "H", "H", "O", "H", "C", "H", "C", "H", "H", "H", "C", "O", "C", "O", "H", "C", "O", "H", "O", "H", "C", "H", "H", "H", "C", "C", "C", "H", "H", "O", "H", "H"], "positions_angstrom": [[-3.743, 2.075, 2.605], [-3.564, -4.375, -4.556], [-0.980, -4.258, -3.404], [-0.013, -2.683, -4.016], [2.153, -0.350, 4.309], [4.087, 4.759, -3.552], [2.599, 4.149, -7.041], [4.641, 1.230, -6.150], [3.213, 1.501, 2.917], [-0.531, -2.877, -0.224], [1.412, -0.499, 8.613], [-3.027, 8.188, -0.476], [-3.997, -5.622, -3.540], [0.664, -2.346, 4.039], [-2.074, -5.688, -2.317], [-5.765, -4.426, 4.703], [2.564, -4.616, -0.401], [-5.241, 2.911, 3.040], [2.206, -2.885, 3.818], [-4.461, 2.829, 2.282], [-6.323, -3.576, 4.311], [3.937, -3.036, -0.024], [1.352, -0.861, 6.632], [-5.204, -5.234, 3.726], [-4.218, -2.972, 1.254], [-1.415, -2.202, -2.946], [2.413, 0.823, 2.619], [2.120, -1.362, -3.600], [3.101, -0.432, 9.730], [0.935, -3.346, 2.539], [-5.061, -0.295, 3.440], [-4.934, -3.916, 5.190], [-1.996, 8.394, 0.658], [0.628, 4.911, -5.426], [-0.892, -1.174, 7.565], [-3.918, 4.135, 2.335], [-1.123, 5.429, 0.918], [-1.725, -0.533, -1.048], [2.018, 0.723, -3.162], [-3.128, -5.257, -4.088], [-1.617, 0.327, 3.919], [1.340, -2.598, 3.222], [5.423, 2.565, -4.195], [4.217, 3.534, -2.431], [-0.749, 1.286, 1.877], [-0.600, -0.246, 7.073], [1.223, 0.856, 6.975], [-2.417, 7.530, 0.144], [2.376, 3.351, -3.365], [2.622, 5.200, -6.752], [-1.236, 0.396, 0.428], [-1.967, 3.696, 2.570], [-2.792, -4.149, -2.269], [-1.263, 3.786, -4.817], [2.333, 1.889, -0.608], [-2.582, 4.204, 1.827], [-0.972, 0.440, 4.790], [-1.836, 1.778, -3.517], [-3.270, -4.496, 2.840], [5.038, -0.404, 1.630], [3.768, 1.866, -5.159], [1.521, 4.106, -2.412], [-0.526, 3.172, -5.334], [2.144, -1.109, 0.309], [-6.334, -1.056, 2.637], [0.552, 3.977, -5.984], [1.901, 4.167, -1.392], [4.513, 1.576, -7.176], [-2.188, -4.784, -2.916], [2.504, 0.656, 1.124], [0.482, 3.786, -2.349], [-0.508, 1.725, -0.493], [-2.863, 1.179, 0.486], [3.978, -2.660, -1.046], [0.299, -0.511, 0.372], [-4.810, -0.830, 1.662], [5.775, -2.039, 1.442], [4.487, 2.967, -4.583], [3.878, -1.751, 0.590], [0.067, -4.250, 0.120], [5.167, -1.264, 0.973], [-2.444, 3.493, 1.012], [0.234, 4.177, -7.007], [-1.536, 7.270, -0.443], [2.783, -0.125, 8.734], [5.747, -0.868, 0.140], [-1.914, -0.957, 1.306], [-1.447, -7.819, -5.454], [4.282, 0.201, -6.122], [-2.936, 6.368, 0.772], [-1.046, -2.870, -3.724], [-2.007, 5.613, 1.530], [-0.847, 1.426, -3.809], [3.042, 0.921, 8.568], [2.182, -0.395, -2.826], [0.433, -3.359, -0.391], [0.078, 2.381, -4.305], [-1.758, 6.211, 2.406], [-4.758, 2.418, 1.317], [-1.051, 2.494, -6.008], [-4.557, -2.255, 3.169], [-1.085, 0.593, -4.472], [-1.191, 0.491, 7.617], [1.678, 5.162, -2.633], [-6.421, -4.894, 5.437], [0.048, 0.522, 4.414], [5.690, 1.243, -5.852], [-1.219, 1.268, 5.454], [2.117, 4.108, -8.018], [-1.176, -6.972, -3.864], [1.520, -2.838, 0.283], [3.426, -0.767, 8.132], [0.922, -0.133, 7.320], [4.839, -3.637, 0.085], [2.449, -0.547, 3.279], [3.501, 2.341, 0.636], [-1.683, -2.682, -4.588], [1.845, 2.684, 0.887], [-1.901, -7.310, -4.604], [2.231, -0.675, -1.633], [3.826, 3.708, -3.433], [-1.146, -0.607, 5.741], [-5.748, -3.281, 1.944], [-4.333, -4.627, 2.638], [-2.514, -6.094, -5.086], [2.687, -4.090, 1.319], [1.777, -1.482, 2.471], [3.527, -0.707, 3.243], [2.507, 1.926, 0.468], [0.601, -3.617, -1.436], [3.617, 3.781, -7.167], [-2.717, -7.984, -4.344], [-4.684, -3.297, 2.184], [-5.245, -1.016, 2.644], [2.628, -3.767, 0.280], [4.819, 3.670, -5.348], [-0.438, 0.897, -2.948], [1.843, 3.308, -6.141], [1.454, 1.255, 2.905], [-4.318, -5.366, 1.836]], "charge": 0, "gap_ev": 7.856, "homo_energy_ha": -0.308, "multiplicity": 1, "largest_force_ha_per_bohr": 0.1055}

---

Entry 5:
{"formula": "C6H9N2O2", "method": "ωB97M-V/def2-TZVPD", "elements": ["C", "C", "H", "C", "H", "C", "O", "H", "H", "H", "H", "C", "H", "H", "O", "N", "C", "N", "H"], "positions_angstrom": [[3.473, 0.899, 0.992], [1.161, 0.262, 0.301], [-4.151, -0.715, -1.978], [-2.529, 0.245, -0.840], [-4.582, 1.086, -1.624], [2.360, -0.069, 0.966], [-2.057, -0.936, -0.659], [0.709, 1.123, -0.055], [0.729, -2.708, 1.434], [-0.599, -1.020, 0.163], [3.186, 1.733, 1.789], [-3.734, 0.315, -1.836], [4.502, 0.583, 1.241], [-3.478, 0.507, -2.914], [-2.129, 1.287, -0.192], [2.341, -1.430, 1.535], [1.044, -1.785, 1.194], [0.328, -0.851, 0.456], [3.423, 1.472, 0.025]], "charge": -1, "gap_ev": 8.497, "homo_energy_ha": -0.172, "multiplicity": 1, "largest_force_ha_per_bohr": 0.1076}

---

Entry 6:
{"formula": "C8H14NO2", "method": "ωB97M-V/def2-TZVPD", "elements": ["H", "H", "H", "C", "N", "H", "C", "H", "H", "C", "H", "H", "H", "C", "H", "O", "H", "C", "H", "C", "O", "C", "H", "C", "H"], "positions_angstrom": [[2.365, 0.730, -0.408], [-1.644, 1.931, -0.701], [-1.465, -0.660, -1.835], [0.589, -0.182, -1.028], [-0.931, 0.323, 2.379], [1.765, -1.503, -2.129], [-0.535, -0.177, -2.101], [2.192, -1.418, -0.460], [1.006, 1.898, -0.869], [-0.932, 0.639, 0.896], [-1.998, 0.286, 2.580], [-0.774, 0.794, -2.480], [0.689, -2.228, -0.926], [0.133, -0.015, 0.346], [-0.775, 1.178, 3.026], [-3.064, 1.565, 0.791], [1.965, 1.099, -2.137], [-0.053, -0.922, 2.560], [0.569, -0.797, 3.504], [-2.003, 1.371, 0.284], [0.680, -0.811, 1.320], [1.578, 1.017, -1.118], [-0.678, -1.852, 2.463], [1.388, -1.449, -1.148], [-0.067, -0.817, -2.810]], "charge": 1, "gap_ev": 9.957, "homo_energy_ha": -0.507, "multiplicity": 1, "largest_force_ha_per_bohr": 0.0829}

---

Entry 7:
{"formula": "C34H44BCaN11", "method": "ωB97M-V/def2-TZVPD", "elements": ["C", "H", "H", "H", "C", "H", "C", "C", "H", "H", "C", "C", "H", "H", "C", "H", "C", "C", "C", "C", "H", "C", "C", "H", "N", "N", "C", "H", "H", "H", "H", "C", "C", "H", "H", "H", "C", "C", "C", "C", "C", "H", "N", "C", "H", "H", "H", "H", "H", "H", "H", "C", "C", "N", "H", "H", "C", "C", "H", "H", "H", "C", "B", "H", "N", "H", "H", "N", "N", "N", "H", "C", "Ca", "N", "H", "N", "C", "H", "N", "C", "H", "C", "H", "H", "H", "C", "H", "C", "H", "H", "C"], "positions_angstrom": [[1.964, 3.960, 3.234], [-1.025, -2.898, -3.915], [1.046, -3.953, 3.385], [3.054, -6.523, 0.582], [-0.100, 2.268, -2.406], [1.414, -2.379, 5.568], [0.602, 5.894, 3.615], [1.297, -2.070, 4.544], [1.881, -3.175, -1.578], [-0.863, -0.785, -1.441], [-1.105, 3.745, 1.025], [-0.703, 0.890, -2.385], [-0.596, 0.281, -6.148], [1.317, -7.864, -1.027], [3.423, 1.235, -1.025], [0.365, 2.457, -1.444], [2.749, -0.096, -0.922], [-0.667, 1.295, -5.753], [-1.675, 1.369, -4.609], [-1.797, 4.665, 0.220], [4.019, 1.433, -0.133], [-1.820, -2.874, 0.076], [2.077, -2.171, -1.237], [-1.501, 5.706, 0.250], [1.047, -3.966, 0.686], [-0.851, -2.211, 0.746], [1.123, -2.881, 3.445], [4.089, 1.246, -1.885], [0.778, 1.292, 4.362], [-2.365, -1.209, -2.714], [-3.315, 0.497, 2.338], [1.451, 0.532, 4.760], [-2.542, 1.996, 0.108], [-4.062, 2.626, -1.272], [2.447, 5.497, 4.638], [-1.576, -3.683, -0.586], [1.734, 5.148, 3.903], [-1.808, -0.911, -3.608], [2.209, -4.553, 1.074], [-0.650, -1.876, -3.855], [1.072, 3.503, 2.271], [0.695, -6.717, -2.220], [1.950, -0.412, 0.094], [-2.738, -1.346, 1.381], [-0.360, -7.299, -0.933], [0.327, 1.608, -5.433], [1.242, 0.400, 5.820], [-3.359, 5.006, -1.196], [-2.848, 0.956, 0.082], [-1.751, 2.394, -4.252], [2.901, -4.051, 1.731], [0.663, -7.006, -1.169], [-3.676, -0.522, 2.202], [1.344, 2.290, 1.575], [-2.507, -0.965, -4.440], [-1.214, 5.983, 2.500], [-0.089, 4.232, 1.991], [-3.231, 2.936, -0.652], [-0.841, 3.046, -2.575], [0.087, -1.823, -3.056], [-0.150, -1.641, -4.795], [2.277, -5.784, 0.480], [0.679, -2.506, 0.913], [0.655, 2.338, -3.189], [1.119, -0.798, 2.714], [1.352, 2.437, 0.568], [-0.986, 1.950, -6.565], [-1.379, 0.482, -3.485], [0.382, -4.773, -0.173], [1.037, -2.098, 2.352], [-3.773, -0.970, 3.193], [-2.840, 4.267, -0.599], [0.073, 0.310, 1.078], [-0.507, 0.163, -1.332], [2.477, 0.892, 4.666], [-1.419, -1.257, 1.534], [1.285, -0.763, 4.033], [2.849, 3.373, 3.454], [1.540, -1.685, -0.102], [-0.303, 5.427, 2.677], [-4.015, -2.664, 0.118], [2.865, -1.187, -1.794], [2.704, 2.048, -1.154], [3.445, -1.255, -2.699], [-2.660, 1.095, -4.986], [-3.040, -2.352, 0.453], [2.239, 1.899, 1.848], [-1.494, 2.427, 0.881], [-4.665, -0.495, 1.748], [0.420, 6.830, 4.124], [1.103, -5.876, -0.297]], "charge": 1, "gap_ev": [8.959, 6.793], "homo_energy_ha": [-0.407, -0.407], "s_squared": 0.76, "multiplicity": 2, "largest_force_ha_per_bohr": 0.0381}

---

Entry 8:
{"formula": "C3H5KLiO", "method": "ωB97M-V/def2-TZVPD", "elements": ["Li", "H", "H", "H", "C", "H", "C", "K", "H", "O", "C"], "positions_angstrom": [[-0.616, 1.764, -1.174], [0.492, -1.394, -1.493], [1.504, -0.059, -2.106], [-1.550, -1.001, 0.334], [1.368, -0.006, 0.010], [1.554, -0.784, 0.753], [0.969, -0.446, -1.236], [-2.443, 0.141, 3.273], [1.765, 0.884, 0.502], [-1.926, 0.857, 0.858], [-1.117, 0.045, 0.279]], "charge": 1, "gap_ev": [5.979, 5.958], "homo_energy_ha": [-0.351, -0.350], "multiplicity": 1, "largest_force_ha_per_bohr": 0.0716}

---

Entry 9:
{"formula": "C2H3N3O2", "method": "ωB97M-V/def2-TZVPD", "elements": ["N", "N", "H", "H", "O", "H", "C", "O", "N", "C"], "positions_angstrom": [[-1.228, 0.698, -0.623], [1.436, -0.747, -0.430], [-1.098, 0.200, 0.255], [0.834, -0.153, -0.990], [0.180, -0.391, 1.574], [2.291, -1.123, -0.810], [1.159, -0.877, 0.862], [-2.949, 2.297, -1.032], [1.504, -1.411, 1.964], [-2.130, 1.507, -0.771]], "charge": 0, "gap_ev": 9.792, "homo_energy_ha": -0.359, "multiplicity": 1, "largest_force_ha_per_bohr": 0.0164}